A cluster of 2 separate species, C6H12N2 in total, computed with wB97M-V/def2-TZVPD.

Last column: Mulliken charge in e.
CARTESIAN COORDINATES (ANGSTROEM)
N -1.84297 0.06244 -1.76626  -0.755
N 0.70810 0.45900 0.19576  0.288
C -1.37530 -0.70466 -0.87691  0.543
C 0.95273 1.57694 -0.70562  -1.126
C 1.31171 -0.81070 -0.17822  -0.460
C 2.30283 -1.53620 -0.05077  -0.061
C 0.63442 0.79792 1.61078  -1.080
C -2.09448 -1.08069 0.37504  -0.967
H 0.70037 -0.09565 2.23512  0.347
H 2.78971 -2.47044 -0.25258  0.350
H -0.32789 1.28100 1.80347  0.297
H 0.05180 2.19326 -0.77056  0.353
H -2.57542 -0.20049 0.80884  0.246
H 1.18697 1.22842 -1.71490  0.339
H -0.18250 -1.26672 -0.93274  0.123
H 1.42853 1.48855 1.90950  0.362
H -2.85020 -1.83241 0.13774  0.368
H -1.22089 0.21919 -2.55960  0.256
H 1.78997 2.19145 -0.35954  0.353
H -1.38750 -1.50021 1.09144  0.224

For the HOMO energy, the calculation gives -8.52 eV. As for the energy relative to the best compared isomer or geometry (same formula, charge and spin): 464.51 kJ/mol. The total energy is -345.150940 hartree. Its spin multiplicity is 1.

A cluster of 12 separate species, C32H92Cl6O40P10 in total, computed with wB97M-V/def2-TZVPD.

Last column: Löwdin spin population.
CARTESIAN COORDINATES (ANGSTROEM)
Cl -4.98995 14.44250 -19.42519  0.198
Cl -9.89942 15.76192 -17.95238  0.017
Cl -4.21543 13.65173 -22.13640  0.220
Cl -6.25855 15.79680 -21.69575  0.223
Cl -8.69392 17.91155 -19.20691  0.016
Cl -7.02584 16.31362 -17.44722  0.021
P -5.26225 19.39502 -28.97453  0.000
P -1.38222 24.00892 -26.90389  0.000
P -7.75158 23.28718 -25.00844  0.000
P -10.57750 18.28181 -25.48159  0.000
P -2.73082 15.05053 -28.92742  0.000
P -7.43596 21.58856 -16.49788  0.000
P 0.25581 18.68244 -25.06993  0.000
P -5.71276 16.67637 -13.31652  0.000
P -4.42887 19.45847 -22.00472  0.001
P -3.97620 24.72981 -20.49603  0.000
O -3.28869 13.71588 -28.60640  0.000
O -3.69966 20.76480 -22.66772  0.000
O -3.66548 23.45669 -21.50433  0.000
O -7.34690 23.07294 -15.89431  0.000
O -6.34269 23.74833 -25.05715  0.000
O -6.89062 17.57866 -12.98412  0.000
O -4.77298 18.58378 -30.09022  0.000
O -3.39369 16.24567 -28.14382  0.000
O 1.65139 19.44460 -24.68519  0.000
O -3.08617 25.92368 -20.68806  0.000
O -6.68957 20.11468 -29.31015  0.000
O -11.62223 18.95341 -24.44803  0.000
O -4.54845 19.91654 -20.44677  0.000
O -2.92343 15.47815 -30.43399  0.000
O -1.13055 15.10870 -28.66249  0.000
O -8.78854 24.51460 -24.57350  0.000
O -10.92963 16.86283 -25.74566  0.000
O -5.62411 18.58788 -27.57402  0.000
O -6.14134 15.13958 -13.58824  0.001
O -8.47882 20.86303 -15.47765  0.000
O -3.28274 18.32262 -21.90603  0.000
O -5.68412 19.05989 -22.63908  0.005
O -4.82671 17.04943 -14.66415  0.004
O -8.06322 21.97439 -24.10342  0.000
O -0.47174 19.33683 -26.18269  0.000
O -0.56482 18.67127 -23.68199  0.000
O 0.59864 17.12256 -25.31433  0.001
O -5.60468 24.98857 -20.56084  0.000
O -0.36023 23.43576 -28.10803  0.000
O -6.08795 20.97457 -16.58181  0.000
O -9.17886 18.55706 -24.84259  0.001
O -4.54343 16.69522 -12.18901  0.000
O -8.39020 22.77153 -26.40283  0.000
O -1.00788 23.62713 -25.49430  0.000
O -1.39229 25.58518 -27.20023  0.000
O -4.31440 20.59651 -28.49638  0.000
O -3.83115 24.03912 -19.07832  0.000
O -2.79666 23.46995 -27.35816  0.000
O -8.13635 21.79258 -17.93706  0.001
O -10.54471 19.22798 -26.75039  0.000
C -7.75633 23.07168 -27.62940  0.000
C -4.66847 22.92116 -18.72100  0.000
C -6.86678 20.84567 -30.54290  0.000
C -8.35226 16.27473 -18.66126  0.015
C -5.82735 19.28185 -26.33376  0.000
C -3.99699 23.84236 -26.70611  0.000
C -5.53802 14.25933 -21.08412  0.202
C -2.85836 20.44423 -28.31587  0.000
C -1.65028 26.01072 -28.50630  0.000
C 1.88323 16.68357 -25.70003  0.000
C -2.22525 14.86306 -31.50181  0.000
C -9.37740 22.45256 -18.03082  0.001
C -4.08290 17.89850 -11.55770  0.000
C 1.64178 20.85153 -24.46614  0.000
C -5.37696 19.23767 -19.55504  0.001
C -11.54119 20.35012 -24.23738  0.000
C -6.84949 23.34501 -14.62042  0.000
C -3.22035 20.63873 -23.97229  0.000
C -8.71111 19.48613 -15.70608  0.000
C -8.76313 18.07087 -23.59634  0.006
C -6.20077 25.92181 -21.48495  0.000
C -4.58014 18.40120 -14.91308  0.001
C -9.02243 25.73445 -25.31721  0.000
C -3.11558 16.42764 -26.82606  0.000
C -5.20352 14.16854 -13.49690  0.002
C -7.41296 21.86725 -22.87409  0.000
C 0.41399 22.30450 -27.79615  0.000
C -3.41071 17.18341 -22.77101  0.003
C -0.39060 16.31396 -28.81077  0.000
C -3.54333 23.63392 -22.95806  0.000
C -9.58948 19.08399 -27.76338  0.000
C -0.01654 18.29033 -22.40302  0.001
H -6.07035 18.54249 -20.02837  0.001
H -3.54863 24.65443 -23.34097  0.000
H -2.16813 20.91155 -24.05301  0.000
H -2.76796 17.45893 -26.76523  0.000
H -9.79316 19.40107 -15.60586  0.000
H -5.91080 18.60192 -25.48592  0.000
H -0.84010 17.72024 -21.97308  0.000
H -8.83053 18.36299 -27.45963  0.000
H 0.37632 21.63902 -28.65860  0.000
H -2.93787 14.44496 -32.21277  0.000
H -9.49658 23.06955 -17.14019  0.000
H -2.64784 21.30747 -28.94721  0.000
H -8.26188 18.90361 -14.90174  0.000
H -9.43575 23.06855 -18.92817  0.000
H -10.70217 20.83558 -24.73586  0.000
H -0.01713 16.62853 -27.83626  0.000
H -7.83689 20.68369 -31.01273  0.000
H -3.23956 16.33107 -22.11350  0.002
H 2.43832 21.36666 -25.00304  0.000
H -1.71741 15.60426 -32.11892  0.000
H -4.74070 18.71566 -11.85375  0.000
H 0.14524 21.71795 -26.91761  0.000
H 0.91230 17.72003 -22.39232  0.000
H 0.53473 16.11070 -29.34980  0.000
H -4.88564 13.72886 -14.44228  0.002
H -6.77866 23.55048 -27.57456  0.000
H -3.77673 24.14539 -25.68251  0.000
H -1.51873 14.09738 -31.18140  0.000
H -9.14659 17.08416 -23.33658  0.002
H -6.33939 21.71393 -22.98380  0.000
H 2.20829 15.79880 -25.15267  0.000
H -7.61256 22.76354 -22.28677  0.000
H -11.39754 20.58583 -23.18291  0.001
H -4.18347 22.24034 -18.02146  0.000
H 1.83289 21.00626 -23.40424  0.000
H -12.45828 20.89314 -24.46579  0.000
H -2.59125 23.19580 -23.25756  0.000
H -4.30511 14.51938 -12.98908  0.000
H -3.18794 19.64854 -24.42681  0.000
H 0.67029 21.25661 -24.74940  0.000
H -8.19136 15.57339 -19.48000  0.008
H -5.52976 23.39002 -18.24513  0.000
H -6.65597 19.98962 -26.35700  0.000
H -3.97902 16.52714 -26.16828  0.000
H -6.97362 25.33582 -21.98235  0.000
H -4.08120 17.81336 -10.47103  0.000
H -2.60415 17.06285 -23.49421  0.000
H -9.10692 20.03192 -28.00144  0.000
H -2.53374 20.57462 -27.28353  0.000
H -0.94157 17.08641 -29.34730  0.000
H -4.36240 16.98926 -23.26566  0.001
H -3.72321 21.24088 -24.72902  0.000
H -6.83976 22.50234 -13.92911  0.000
H -0.74614 25.80503 -29.07929  0.000
H -8.50211 19.15099 -16.72201  0.000
H -9.04044 18.77660 -22.81331  0.002
H -5.28579 19.11247 -14.48384  0.000
H -2.35978 15.85708 -26.28631  0.000
H -5.80765 23.65981 -14.68025  0.000
H -4.95297 19.91879 -26.20010  0.000
H 1.94335 16.32790 -26.72861  0.000
H -4.52178 18.49436 -15.99752  0.000
H -5.04372 22.37731 -19.58790  0.000
H -7.36618 24.19213 -14.16931  0.000
H -2.38478 25.33422 -28.94330  0.000
H -5.47332 26.27788 -22.21443  0.000
H 0.22637 19.17500 -21.81441  0.000
H -5.60445 13.33671 -12.91775  0.000
H -2.49864 19.48290 -28.68267  0.000
H -3.55369 18.59355 -14.60083  0.000
H 2.70514 17.39025 -25.58532  0.000
H -6.93052 21.90770 -30.30597  0.000
H -4.36326 23.02797 -23.34359  0.000
H -4.77399 18.66692 -18.84880  0.000
H -6.04040 20.58107 -31.20258  0.000
H -10.18222 21.71878 -18.07468  0.001
H -7.78377 21.04523 -22.26182  0.001
H -10.26219 18.79526 -28.57096  0.000
H -8.40657 23.74200 -28.19150  0.000
H -4.58132 22.92241 -26.68715  0.000
H -8.50029 25.60759 -26.26556  0.000
H 1.44826 22.62157 -27.66252  0.000
H -5.98587 19.97078 -19.02600  0.000
H -8.71165 26.57365 -24.69492  0.000
H -6.73260 26.75091 -21.01819  0.000
H -1.95393 27.05635 -28.55681  0.000
H -7.67922 18.00850 -23.49975  0.006
H -4.50930 24.64284 -27.23984  0.000
H -6.33221 13.51527 -21.14535  0.024
H -3.06306 18.11211 -11.87772  0.000
H -10.09108 25.75146 -25.53125  0.000
H -7.69893 22.14505 -28.20051  0.000

As for the expectation value of S²: 0.753. For the HOMO energy (alpha / beta), the calculation gives -0.19 / -6.78 eV. As for the net charge: -1. The total energy is -10459.548442 hartree. Its spin multiplicity is 2.